#1
Molecular formula: C2H2F3N2
Method: DFT, ωB97M-V with the def2-TZVPD basis set

The geometry in ORCA input format:
```
! wB97M-V def2-TZVPD RIJCOSX def2/J DEFGRID3
* xyz 1 1
C 0.88 0.88 1.13
C -2.65 1.08 1.57
N 2.50 -0.48 0.05
N 1.78 0.17 0.65
F -3.75 1.49 2.12
F -1.74 1.95 1.40
F -2.25 -0.10 1.63
H 0.24 1.47 0.65
H 0.78 0.81 2.32
*
```

#2
Molecular formula: C2H2F3N2
Method: DFT, ωB97M-V with the def2-TZVPD basis set

The geometry in ORCA input format:
```
! wB97M-V def2-TZVPD RIJCOSX def2/J DEFGRID3
* xyz 1 1
C -0.80 0.60 -0.55
C 1.68 0.08 -0.12
N -1.85 -0.59 1.13
N -1.43 -0.04 0.18
F 2.17 0.53 -1.16
F 1.76 0.78 0.92
F 1.57 -1.17 -0.01
H -0.52 1.09 -1.54
H -2.58 -1.27 1.15
*
```

Stability, descending: #2, #1

#1
Molecular formula: C4H5ClOS
Method: DFT, ωB97M-V with the def2-TZVPD basis set

The geometry in ORCA input format:
```
! wB97M-V def2-TZVPD RIJCOSX def2/J DEFGRID3
* xyz 0 1
C 3.45 -0.62 -0.02
O 2.23 0.04 0.05
C 1.10 -0.68 0.00
C -0.08 -0.04 -0.02
Cl -0.29 1.72 -0.01
C -1.20 -0.95 -0.01
S -2.76 -0.61 0.01
H 4.13 -0.02 -0.62
H 3.90 -0.78 0.96
H 3.31 -1.60 -0.45
H 1.16 -1.73 0.07
H -0.86 -1.97 -0.10
*
```

## Properties
- SMILES string: CO/C=C(\Cl)C=S

#2
Molecular formula: C4H5ClOS
Method: DFT, ωB97M-V with the def2-TZVPD basis set

The geometry in ORCA input format:
```
! wB97M-V def2-TZVPD RIJCOSX def2/J DEFGRID3
* xyz 0 1
C -1.53 0.73 1.16
C -0.57 0.28 0.38
C 0.58 -0.53 -0.06
C -1.95 0.21 -0.37
O 3.32 -0.91 0.35
S 2.45 -0.31 -0.73
Cl 2.60 1.92 -0.92
H -1.51 0.34 2.22
H 0.50 -0.64 -1.11
H 0.40 -1.50 0.63
H -2.28 -0.79 -0.79
H -2.00 1.19 -0.79
*
```

Stability, descending: #1, #2

#1
Molecular formula: C5H12OS
Method: DFT, ωB97M-V with the def2-TZVPD basis set

The geometry in ORCA input format:
```
! wB97M-V def2-TZVPD RIJCOSX def2/J DEFGRID3
* xyz 0 1
C 0.36 3.19 2.34
C -0.14 1.81 2.71
C -1.64 1.64 2.79
O 0.63 0.89 2.93
H 1.46 3.21 2.32
H 0.01 3.93 3.08
H -0.02 3.48 1.35
H -2.06 2.32 3.55
H -2.10 1.88 1.81
H -1.89 0.60 3.06
C 0.18 -3.27 -2.40
C 1.25 -2.31 -2.90
S 0.58 -0.75 -3.55
H -0.43 -2.79 -1.61
H 0.65 -4.18 -1.98
H -0.48 -3.57 -3.23
H 1.91 -2.00 -2.06
H 1.88 -2.79 -3.67
H -0.14 -1.30 -4.54
*
```

## Properties
- SMILES string: CC(C)=O.CCS

#2
Molecular formula: C5H12OS
Method: DFT, ωB97M-V with the def2-TZVPD basis set

The geometry in ORCA input format:
```
! wB97M-V def2-TZVPD RIJCOSX def2/J DEFGRID3
* xyz 0 1
C -0.18 2.33 -0.98
C 1.41 -0.55 1.09
C -1.26 -2.44 0.63
C 0.81 1.25 -0.86
C 0.15 0.18 0.29
O -1.96 -0.49 -1.11
S -0.73 -1.14 -0.82
H -1.09 1.81 -1.08
H -0.22 3.11 -0.18
H -0.09 2.91 -1.89
H 2.23 0.09 1.47
H 1.85 -1.16 0.28
H 0.92 -1.13 1.83
H -0.54 -3.27 0.86
H -2.31 -2.77 0.35
H -1.19 -1.73 1.38
H 1.80 1.46 -0.33
H 0.86 0.64 -1.77
H -0.47 0.90 0.85
*
```

Stability, descending: #1, #2

#1
Molecular formula: C3H3N5
Method: DFT, ωB97M-V with the def2-TZVPD basis set

The geometry in ORCA input format:
```
! wB97M-V def2-TZVPD RIJCOSX def2/J DEFGRID3
* xyz 0 1
H -2.27 0.76 -0.92
N -2.01 -0.22 -0.85
C -0.94 -0.18 -0.10
C -0.15 -1.27 0.49
N 1.01 -1.50 0.17
N 1.34 -0.76 -1.03
N 1.47 0.54 -0.82
C 0.96 1.21 0.28
N -0.34 1.07 0.36
H -0.34 -1.74 1.64
H 1.28 2.08 0.79
*
```

## Properties
- SMILES string: [H]/N=c1/cnnncn1

#2
Molecular formula: C3H3N5
Method: DFT, ωB97M-V with the def2-TZVPD basis set

The geometry in ORCA input format:
```
! wB97M-V def2-TZVPD RIJCOSX def2/J DEFGRID3
* xyz 0 1
H -2.45 -0.68 0.69
N -2.06 0.23 0.60
C -1.02 0.15 -0.09
C -0.14 1.30 -0.45
N 1.14 1.39 -0.33
N 1.84 0.44 0.36
C 1.39 -0.81 0.41
N 0.57 -1.53 -0.48
N -0.54 -1.10 -0.73
H -0.71 2.09 -0.98
H 2.00 -1.50 1.01
*
```

## Properties
- SMILES string: [H]/N=c1/cnncnn1

#3
Molecular formula: C3H3N5
Method: DFT, ωB97M-V with the def2-TZVPD basis set

The geometry in ORCA input format:
```
! wB97M-V def2-TZVPD RIJCOSX def2/J DEFGRID3
* xyz 0 1
C -0.46 -0.41 1.53
N 0.34 0.62 1.89
N 1.04 1.10 0.66
C 0.34 0.36 -0.29
N 0.51 0.26 -1.57
N -0.29 -0.64 -2.01
N -1.16 -1.06 -0.98
C -0.58 -0.64 0.12
H -0.72 -1.12 2.17
H 0.61 1.03 2.98
H 1.14 2.21 0.82
*
```

## Properties
- SMILES string: c1[nH][nH]c2nnnc1-2

#4
Molecular formula: C3H3N5
Method: DFT, ωB97M-V with the def2-TZVPD basis set

The geometry in ORCA input format:
```
! wB97M-V def2-TZVPD RIJCOSX def2/J DEFGRID3
* xyz 0 1
C 1.31 0.19 -0.96
N 1.46 1.32 -0.18
N 0.34 1.49 0.66
C -0.34 0.29 0.41
N -1.22 -0.41 1.10
N -1.55 -1.44 0.27
N -0.67 -1.56 -0.75
C 0.15 -0.40 -0.64
H 2.07 0.30 -1.71
H 1.75 2.17 -0.43
H 0.91 1.27 1.68
*
```

## Properties
- SMILES string: c1[nH][nH]c2nnnc1-2

Stability, descending: #2, #4, #1, #3